Formula: C3H4N2O
Source: OMol25
Level of theory: wB97M-V/def2-TZVPD

HOMO-LUMO gap, eV: 10.988
Lowest unoccupied orbital energy, eV: 0.507
HOMO level, eV: -10.5
DFT total energy, eV: -8203.04541
Relative energy (zero: lowest compared OMol25 entry of this formula, charge and spin), kJ/mol: 81.1
Total charge: 0
Largest force on an atom, eV/Å: 1.2

Each line ends with the Löwdin charge.
Element x y z (Å)
N 2.09 0.76 -1.40  0.16
C 1.47 0.39 -0.49  -0.21
C 0.71 -0.08 0.69  -0.17
N -0.60 -0.57 0.33  0.01
C -1.37 0.18 -0.51  -0.35
O -1.06 1.31 -0.84  0.04
H 0.63 0.77 1.38  0.13
H 1.26 -0.88 1.19  0.13
H -0.83 -1.54 0.50  0.13
H -2.28 -0.33 -0.86  0.13

Formula: C15H50N4O10
Source: OMol25
Level of theory: wB97M-V/def2-TZVPD

HOMO-LUMO gap, eV: 8.478
Lowest unoccupied orbital energy, eV: 0.207
HOMO level, eV: -8.3
DFT total energy, eV: -42795.68338
Relative energy (zero: lowest compared OMol25 entry of this formula, charge and spin), kJ/mol: 346.4
Total charge: 0
Largest force on an atom, eV/Å: 11.2

Each line ends with the Löwdin charge.
Element x y z (Å)
N -0.36 -0.46 -1.83  0.20
C -0.91 -0.48 -0.65  -0.55
N -1.63 0.55 -0.37  0.13
O -0.52 -1.40 0.36  -0.11
H 0.38 -1.16 -1.85  0.08
H -0.67 0.05 -2.66  0.12
H -2.05 0.49 0.63  0.10
H -2.21 1.02 -1.06  0.07
N -2.50 0.21 2.20  0.13
C -3.73 0.61 2.37  -0.61
N -3.83 1.86 2.57  0.17
O -4.76 -0.38 2.43  -0.17
H -2.19 -0.75 2.23  0.07
H -1.75 0.91 2.45  0.09
H -4.76 2.22 2.77  0.13
H -3.16 2.49 2.07  0.14
C 0.62 0.58 3.95  -0.05
C 0.57 1.26 2.64  -0.43
O -0.48 2.08 2.56  -0.08
H 1.50 0.01 4.03  0.05
H -0.28 -0.15 3.94  0.10
H 0.57 1.34 4.82  0.12
H 0.55 0.55 1.76  0.11
H 1.38 1.89 2.48  0.09
H -0.23 2.55 1.75  0.08
C -1.43 -3.92 4.58  -0.09
C -2.08 -3.66 3.21  -0.23
O -1.71 -2.25 2.92  -0.18
H -0.29 -4.05 4.62  0.09
H -1.98 -4.71 5.04  0.05
H -1.67 -3.07 5.16  0.06
H -3.17 -3.79 3.22  0.11
H -1.73 -4.38 2.45  0.11
H -0.77 -2.40 2.57  0.05
C 0.17 3.04 -2.59  -0.08
C 0.92 2.60 -1.39  -0.31
O 0.23 2.45 -0.15  -0.09
H 0.86 3.09 -3.39  0.05
H -0.37 3.97 -2.46  0.08
H -0.72 2.33 -2.90  0.10
H 1.75 3.24 -1.33  0.11
H 1.39 1.68 -1.58  0.06
H -0.48 1.78 -0.25  0.03
C 3.15 -0.99 -2.81  -0.05
C 2.99 -2.09 -1.68  -0.26
O 1.62 -2.38 -1.54  -0.08
H 2.71 -1.13 -3.79  0.06
H 4.15 -0.61 -2.91  0.07
H 2.54 -0.10 -2.56  0.04
H 3.46 -1.81 -0.75  0.08
H 3.57 -3.02 -1.81  0.11
H 1.48 -2.95 -0.80  0.07
C 0.80 0.76 -4.91  -0.09
C 2.05 1.49 -5.52  -0.26
O 1.87 1.55 -6.95  -0.11
H 0.88 0.99 -3.88  -0.01
H 0.69 -0.26 -5.18  0.07
H -0.13 1.26 -5.14  0.08
H 3.03 0.95 -5.44  0.13
H 2.03 2.54 -5.27  0.09
H 0.99 1.96 -7.02  0.08
C 3.10 0.45 0.40  -0.13
O 2.85 -0.56 1.35  -0.13
H 2.65 1.36 0.79  0.07
H 2.54 0.28 -0.52  0.05
H 4.19 0.50 0.19  0.11
H 3.66 -0.75 1.83  0.10
C -4.48 1.79 -1.21  -0.13
O -3.38 2.16 -2.02  -0.13
H -5.42 1.45 -1.53  0.06
H -4.84 2.64 -0.56  0.10
H -4.01 1.13 -0.45  0.07
H -3.29 3.12 -1.98  0.09
C 1.83 -3.28 2.37  -0.12
O 0.96 -2.25 2.81  -0.18
H 1.45 -4.21 2.80  0.09
H 2.79 -3.05 2.80  0.08
H 1.83 -3.32 1.33  0.04
H 1.23 -1.46 2.21  0.07

Formula: C32H69F5N6O9PS
Source: OMol25
Level of theory: wB97M-V/def2-TZVPD

HOMO-LUMO gap, eV: 5.307
Lowest unoccupied orbital energy, eV: -4.651
HOMO level, eV: -10.0
DFT total energy, eV: -95358.54760
Relative energy (zero: lowest compared OMol25 entry of this formula, charge and spin), kJ/mol: 1020.6
Total charge: +1
Largest force on an atom, eV/Å: 8.3

Each line ends with the Löwdin charge.
Element x y z (Å)
C 3.82 -4.38 -1.35  -0.04
C 2.67 -3.28 -1.84  -0.21
C 1.31 -3.91 -2.50  -0.03
N 2.96 -1.95 -1.66  0.09
N 1.82 -1.18 -1.48  -0.11
C 1.01 -0.53 -2.42  -0.01
C 1.53 -0.68 -3.97  -0.11
C 2.31 0.62 -4.59  -0.19
C 3.26 1.44 -3.54  -0.20
C 4.82 0.86 -3.46  -0.18
C 5.71 2.14 -2.86  -0.27
N 5.54 2.27 -1.33  -0.05
C -0.28 0.22 -1.74  -0.22
S -0.89 1.86 -2.41  0.89
O -0.65 1.92 -3.94  -0.33
O -0.20 3.08 -1.72  -0.31
C -2.78 1.88 -2.20  -0.22
F -3.40 0.57 -2.48  0.02
F -3.38 2.84 -3.19  0.04
C -3.26 2.35 -0.70  -0.14
F -2.76 3.67 -0.26  0.05
F -3.04 1.27 0.34  0.03
F -4.77 2.49 -0.77  0.04
C -0.16 0.02 -0.09  -0.08
C 1.23 -0.91 -0.08  -0.30
P 1.40 -2.27 1.26  0.80
O 0.07 -3.06 1.57  -0.50
H 3.65 -4.71 -0.24  0.09
H 3.64 -5.33 -2.03  0.10
H 4.91 -4.01 -1.59  0.10
H 0.38 -3.61 -1.82  0.11
H 1.42 -5.07 -2.62  0.11
H 1.09 -3.48 -3.59  0.09
H 0.56 -0.84 -4.64  0.15
H 2.19 -1.66 -4.17  0.12
H 3.04 0.20 -5.43  0.13
H 1.59 1.37 -5.17  0.12
H 3.38 2.54 -4.00  0.13
H 2.80 1.60 -2.47  0.10
H 4.95 0.00 -2.67  0.09
H 5.28 0.63 -4.51  0.11
H 6.85 2.06 -3.12  0.12
H 5.34 3.18 -3.29  0.12
H 5.97 1.43 -0.88  0.06
H 4.51 2.29 -1.12  0.05
H -1.15 -0.55 -1.98  0.16
H -1.12 -0.57 0.26  0.14
H -0.13 1.02 0.53  0.15
H 2.01 -0.10 0.31  0.15
H 2.54 -3.14 0.96  0.02
H 1.78 -1.57 2.49  0.04
C -2.60 10.92 2.18  -0.11
O -3.60 10.41 1.31  -0.20
C -3.05 9.73 0.16  -0.20
C -3.30 8.21 0.26  -0.20
N -2.48 7.61 1.31  -0.05
C -2.86 6.23 1.63  -0.20
C -4.27 5.99 2.19  -0.21
O -4.49 6.54 3.50  -0.18
C -4.82 7.92 3.51  -0.10
H -3.10 11.57 2.91  0.09
H -2.11 10.11 2.73  0.07
H -1.86 11.51 1.63  0.09
H -2.00 9.96 0.01  0.12
H -3.60 10.11 -0.71  0.12
H -3.06 7.75 -0.71  0.12
H -4.37 8.07 0.45  0.10
H -2.55 8.16 2.15  0.07
H -2.14 5.88 2.38  0.12
H -2.71 5.60 0.74  0.09
H -4.40 4.91 2.30  0.12
H -5.06 6.31 1.50  0.11
H -5.41 8.21 2.64  0.09
H -3.92 8.52 3.59  0.07
H -5.42 8.11 4.41  0.09
C 2.12 0.11 7.86  -0.11
O 3.48 -0.26 8.06  -0.20
C 3.63 -1.52 8.75  -0.19
C 4.16 -2.60 7.81  -0.20
N 3.14 -2.99 6.82  -0.05
C 3.67 -3.82 5.73  -0.19
C 4.75 -3.20 4.82  -0.21
O 4.27 -2.13 4.01  -0.22
C 4.24 -0.86 4.65  -0.10
H 2.11 1.15 7.50  0.09
H 1.65 -0.52 7.10  0.07
H 1.55 0.06 8.79  0.09
H 2.70 -1.82 9.25  0.12
H 4.37 -1.34 9.54  0.12
H 4.45 -3.48 8.40  0.12
H 5.05 -2.21 7.32  0.10
H 2.73 -2.16 6.42  0.06
H 2.81 -4.09 5.11  0.11
H 4.05 -4.76 6.15  0.12
H 5.06 -3.99 4.12  0.12
H 5.65 -2.91 5.37  0.11
H 5.05 -0.75 5.38  0.09
H 3.27 -0.71 5.12  0.07
H 4.36 -0.09 3.89  0.09
C -3.80 -8.66 -4.96  -0.11
O -4.36 -7.49 -5.55  -0.20
C -5.42 -6.92 -4.77  -0.19
C -4.98 -5.58 -4.14  -0.20
N -3.99 -5.80 -3.08  -0.05
C -3.34 -4.56 -2.63  -0.19
C -2.50 -3.78 -3.66  -0.21
O -1.31 -4.46 -4.08  -0.23
C -1.51 -5.41 -5.12  -0.08
H -3.14 -9.12 -5.70  0.09
H -3.20 -8.40 -4.08  0.07
H -4.57 -9.37 -4.68  0.09
H -5.80 -7.61 -4.01  0.12
H -6.24 -6.71 -5.47  0.12
H -5.86 -5.08 -3.72  0.12
H -4.57 -4.96 -4.94  0.10
H -3.28 -6.43 -3.41  0.07
H -2.67 -4.85 -1.80  0.12
H -4.09 -3.89 -2.20  0.12
H -2.15 -2.87 -3.17  0.10
H -3.09 -3.45 -4.52  0.11
H -2.31 -5.12 -5.81  0.10
H -1.72 -6.39 -4.69  0.07
H -0.58 -5.50 -5.69  0.09